# 1
109
Properties=species:S:1:pos:R:3 method="wB97M-V/def2-TZVPD" charge=+1 gap_ev=1.48 de_lowest_kcal_mol=286.0
H -1.564 0.101 -7.133
H -3.204 -2.769 3.800
H -4.263 6.444 -4.328
O 3.043 -2.213 7.144
H 4.551 -0.911 6.278
H 2.127 -1.898 -6.408
C -0.454 -4.795 2.680
C -2.627 2.691 1.861
H -0.995 2.141 0.851
C 7.864 1.868 0.499
H 8.918 2.053 0.709
H 3.648 -3.128 8.906
H -0.218 -5.710 3.223
C -3.224 4.483 -4.894
H -0.249 -0.517 -6.933
H -3.357 1.882 1.838
H -3.097 -4.780 1.996
H -5.982 -5.001 4.485
C 3.344 5.845 -0.040
H -4.382 3.408 -3.585
H 3.975 -0.553 9.015
O -1.575 -4.093 3.341
C -3.951 -4.510 3.996
C -1.559 -1.890 -6.991
H 4.376 -7.893 -3.804
C -5.538 3.720 1.203
C -1.715 2.183 2.951
H 2.326 -3.404 -7.289
H 3.822 6.495 -0.772
H -0.830 -4.998 1.677
H 3.452 -0.385 10.637
H -3.493 3.755 -5.660
H -2.560 4.871 2.024
H -0.517 -3.750 -7.553
H -1.215 1.241 2.726
H 6.278 1.561 1.409
C -4.325 5.606 -5.023
C 1.822 -1.986 7.914
C 3.486 -1.006 6.489
H 2.980 -0.815 5.543
H 2.855 -1.947 -8.047
H 3.838 5.905 0.929
H 3.629 4.880 -0.460
H -1.604 5.856 -4.251
C -2.769 -4.895 3.029
H 0.024 -3.049 -6.096
H -4.422 -3.044 2.829
H 1.165 -1.139 7.715
O 3.030 -0.167 -0.453
H -1.660 5.514 -6.018
H 1.116 3.748 -4.544
H 3.775 -2.721 10.529
C 0.439 4.537 -4.871
O -0.917 4.096 -4.805
H 0.489 -4.271 2.833
H 5.291 -6.479 -3.685
H -5.527 -5.260 2.760
H -3.354 4.398 -2.876
H -1.189 -1.323 -9.078
C -0.276 -2.784 -7.110
O 0.758 -2.099 -7.872
H 3.292 -0.052 6.980
H -4.982 -6.386 3.850
H -5.348 5.244 -5.123
H 3.269 -5.418 -2.867
H -2.171 -2.686 -9.016
C 2.541 -0.965 -1.265
C -3.295 4.067 2.054
O -4.266 4.352 1.068
N -1.765 2.766 0.658
H 0.620 5.379 -4.203
C -2.000 -1.749 -8.487
H 1.430 -1.780 10.097
N 3.152 -2.958 9.770
H -2.116 2.108 3.962
H -6.200 4.010 0.387
H -5.359 2.649 1.290
C 2.075 -2.349 -7.400
Zn -1.659 1.218 -2.929
H -2.289 -2.397 -6.360
O 3.149 -2.143 -1.343
C -1.855 5.124 -5.019
O 7.165 1.733 1.735
H -4.147 6.040 -6.007
C 2.278 -1.845 9.415
C 4.398 -6.944 -3.268
H 2.549 0.361 9.299
O 3.149 -6.260 -3.312
C -5.198 -5.319 3.797
H -6.085 3.909 2.126
C 3.073 -0.537 9.626
H 1.202 -2.882 7.943
H 7.532 2.679 -0.150
O 1.942 6.022 0.033
O 1.624 -0.657 -2.076
H -2.679 -5.971 3.178
H -3.650 -4.647 5.034
H 1.798 6.965 -0.080
H 4.649 -7.139 -2.225
N -1.163 -0.581 -6.506
H 3.799 -1.988 -0.654
H -2.961 -1.238 -8.545
H 0.741 4.733 -5.900
H -1.384 3.695 0.764
H -3.713 4.129 3.059
H -1.043 3.004 3.199
N -4.174 -3.050 3.809
H 7.702 0.906 0.013
N -3.434 3.750 -3.647

---

# 2
113
Properties=species:S:1:pos:R:3 method="wB97M-V/def2-TZVPD" gap_ev=7.98 de_lowest_kcal_mol=66.0
H 19.922 0.374 8.197
H 21.042 7.981 9.895
O 18.774 -1.113 5.396
H 16.186 3.515 7.222
H 17.274 -5.211 10.988
H 18.839 5.554 9.560
H 17.122 -4.702 12.731
H 13.397 -1.106 10.094
H 14.259 4.713 10.926
H 15.866 2.798 11.748
H 11.666 0.241 6.480
H 21.263 2.803 6.304
H 16.561 3.541 3.845
H 19.756 -2.114 6.838
H 11.660 0.722 8.091
C 13.626 0.650 7.184
H 15.884 4.701 1.920
H 14.283 3.639 6.097
H 22.083 2.721 8.709
H 14.072 6.430 7.167
H 12.742 5.567 6.319
C 15.340 4.646 10.800
C 15.616 3.644 1.913
O 20.166 0.221 9.113
H 19.366 -1.712 8.813
C 14.094 -1.944 10.112
Cu 16.471 -1.213 6.022
H 21.507 -2.662 9.632
O 18.943 0.958 6.883
H 20.735 -1.666 5.419
H 19.512 -3.104 3.834
H 14.585 3.576 1.567
H 14.881 -1.371 12.056
H 22.535 1.023 7.538
H 15.153 0.372 10.400
O 24.095 0.037 6.523
H 15.167 0.925 5.933
O 16.884 -0.168 7.884
H 18.502 3.339 8.015
H 16.047 -5.874 12.116
H 16.356 3.157 1.278
H 15.804 2.382 9.060
C 22.351 1.473 5.408
H 13.602 -2.801 10.571
H 18.970 -0.321 5.902
H 22.109 4.240 7.877
Cu 17.945 0.828 9.649
C 14.518 4.327 6.910
H 16.914 3.299 10.423
H 25.291 -1.356 5.599
O 14.218 0.787 5.872
C 19.760 -2.023 5.752
C 21.428 -1.594 9.431
H 20.483 1.501 6.051
C 16.347 -2.723 11.283
H 19.546 7.825 10.772
H 22.907 3.034 4.051
C 15.710 3.059 3.364
H 19.695 2.571 7.575
H 16.035 -0.684 9.524
H 17.052 -2.732 10.452
C 19.411 -3.280 4.905
C 19.955 -1.105 9.499
C 13.817 5.612 6.493
O 16.746 1.078 5.766
C 15.270 -1.588 11.062
O 17.196 2.342 8.083
C 15.878 3.253 10.758
H 23.610 -1.633 5.250
C 12.143 0.962 7.144
H 13.781 -0.364 7.554
C 23.274 2.633 4.996
N 21.099 2.135 5.563
H 20.108 6.122 8.549
H 16.198 1.420 4.206
H 21.920 -1.409 8.476
C 21.783 3.765 8.802
H 21.070 7.667 11.581
C 20.542 7.395 10.667
H 23.377 3.452 5.709
O 15.891 1.656 3.327
H 24.372 -0.366 4.420
H 14.185 5.888 5.505
O 20.577 5.912 10.576
C 19.902 5.420 9.357
H 18.418 -3.638 5.173
H 19.556 -1.186 10.510
Cu 18.528 2.383 5.127
H 22.476 4.025 9.603
N 19.483 3.518 7.853
O 15.680 -3.964 11.445
C 24.349 -0.846 5.399
H 19.918 3.347 9.816
H 22.064 -0.287 6.615
H 11.928 1.975 6.805
H 14.251 3.944 7.894
H 20.066 -4.103 5.193
H 22.274 0.876 4.500
C 22.739 0.568 6.569
O 15.214 2.470 9.812
H 16.977 -2.510 12.147
H 14.121 1.324 7.882
H 14.787 3.348 3.867
H 24.279 2.262 4.796
H 15.604 5.054 9.824
H 21.970 -1.125 10.252
C 20.246 3.964 8.979
O 15.926 4.366 6.862
H 14.480 -2.232 9.134
N 15.814 -0.389 10.465
C 16.602 -4.986 11.816
H 15.905 5.183 11.562
P 17.420 1.063 7.168

---

# 3
105
Properties=species:S:1:pos:R:3 method="wB97M-V/def2-TZVPD" gap_ev=9.45 de_lowest_kcal_mol=80.6 smiles=COC[C@H](C)N.COC[C@H](C)N.COC[C@H](C)N.CCO.CCO.CCO.CCO.CCO.CCO
C -5.014 -4.359 0.943
H -2.751 -1.777 -0.751
O -0.433 2.063 5.577
O 1.349 0.451 -3.094
H -4.447 2.199 -0.130
N 3.464 1.695 -1.210
H 3.504 -1.466 -3.011
O 2.410 4.139 -2.235
H 0.982 -1.625 2.413
H 6.609 1.443 -0.228
H 0.278 -7.146 3.368
H 4.898 2.785 2.933
C -0.147 0.947 0.626
H 5.960 2.969 -0.552
H -5.203 -3.438 0.389
H -0.653 0.623 1.536
H 3.014 1.658 -0.307
H 0.453 -2.787 3.477
H -6.491 0.190 -1.165
H 6.408 3.118 2.254
H 2.914 1.040 -1.746
C 5.359 3.023 1.974
H 4.708 0.187 -0.669
H -0.460 -0.700 -0.370
H 1.269 -6.713 4.799
H 0.872 1.179 0.939
H -6.215 0.442 0.509
H -3.218 -5.760 -0.500
H 4.855 0.610 -3.356
H -6.830 1.720 -0.462
H -0.275 2.997 5.421
N 0.833 -3.311 0.155
C -2.832 -4.914 0.068
H -2.234 7.056 -1.488
H 2.364 -2.844 -3.135
H -0.827 2.783 1.330
H -3.254 6.025 -2.924
H 2.317 -1.756 -1.778
H 2.370 -3.462 1.536
C 0.490 -2.598 2.404
C 2.477 -1.796 -2.855
H 5.969 1.860 -2.904
H -5.470 -4.223 1.923
H -4.550 1.652 -1.694
C -0.773 1.456 4.344
C -2.331 5.555 -2.587
O 5.125 1.937 1.113
H -1.663 1.992 4.014
H -0.168 -3.189 0.099
H -2.847 0.608 -0.736
H -2.549 3.634 -3.556
H -0.567 -0.441 5.455
C 0.875 -5.094 1.911
H -1.907 1.997 0.196
N -2.347 -2.528 -0.210
H -1.322 3.649 -2.371
H 2.517 5.008 -0.368
O 1.249 -5.324 3.267
H 5.040 4.028 1.696
H 0.443 -1.176 -3.558
O -0.190 0.204 -0.545
H -3.037 3.629 -1.884
H -0.501 -2.404 1.994
H -1.591 5.721 -3.370
C 1.144 5.967 -1.619
O -3.662 -4.646 1.168
H -1.621 -3.082 -2.655
H 0.502 6.497 -0.914
H -0.893 -4.300 -1.599
H 0.572 5.700 -2.507
C 5.433 0.994 -2.516
C -1.198 0.007 4.687
C -2.767 -3.718 -0.852
H -2.189 -0.011 5.139
C 1.793 4.737 -1.136
H 1.900 6.613 -2.065
C -6.089 0.920 -0.463
H 2.043 -7.239 3.263
H -0.425 2.856 -0.334
C -4.673 1.283 -0.676
O -3.702 0.210 -0.553
H 1.773 -0.799 -4.658
H -2.904 -2.358 0.615
C 5.658 1.977 -0.219
H -0.081 1.689 3.535
C -2.313 4.054 -2.579
C -0.857 2.192 0.415
H -0.190 -5.298 1.801
H -1.846 -5.202 0.432
C 1.479 -0.841 -3.609
C 1.211 -6.696 3.710
H 1.162 -2.428 -0.210
H -3.795 -3.726 -1.213
H 1.391 -5.792 1.252
H -1.993 -4.876 -2.561
C 1.292 -3.617 1.577
C 4.789 1.165 -1.143
H 2.910 3.369 -1.953
C -1.833 -3.943 -2.021
H -5.404 -5.211 0.386
H 0.965 0.447 -2.214
H 6.217 0.239 -2.462
H -1.113 -0.720 3.879
H 1.103 4.023 -0.687
O -2.068 6.120 -1.350

---

# 4
113
Properties=species:S:1:pos:R:3 method="wB97M-V/def2-TZVPD" charge=-1 gap_ev=8.29 de_lowest_kcal_mol=102.4
H -6.840 -2.775 -4.463
O 6.710 1.085 7.307
H 5.877 0.864 5.348
H 0.405 -6.083 -2.608
H 8.324 4.402 8.735
H -0.489 -4.431 -4.207
H -5.254 -5.677 -3.511
H -3.195 -3.096 6.602
O 1.487 -3.052 3.141
N 9.027 3.811 8.315
H 9.320 1.986 10.235
H 4.903 1.781 6.430
C 7.308 3.356 -4.053
H 2.860 -4.313 -1.820
H -3.219 6.638 0.092
C 0.888 -5.106 -2.570
Cl 1.506 1.133 -0.078
H -2.258 -2.935 5.497
H 1.279 -2.141 2.929
H -4.544 4.444 -2.134
H 4.606 -6.260 -0.952
O -6.424 7.255 -2.363
H 5.135 0.030 6.721
H -2.778 5.354 -1.179
H 0.793 -3.262 -3.875
H -1.068 2.819 -4.170
H -4.093 -1.689 -2.738
H -5.485 6.203 -0.216
C -6.608 8.413 -3.127
C 7.329 2.346 7.264
C 2.432 -5.220 -2.246
H 4.803 0.898 -4.010
H 3.729 -6.687 0.566
C 5.613 0.955 6.401
N 6.484 2.080 -2.190
H -6.028 8.522 -4.043
O -4.545 -3.010 2.834
H -4.527 7.833 -1.525
H 9.270 4.224 7.425
H -6.383 9.288 -2.517
H 4.393 1.228 -7.439
C -5.967 -2.740 2.558
H 3.048 -5.580 -3.070
H -6.230 -1.969 1.834
H -8.691 -6.039 -4.344
H 6.453 0.610 -4.619
O -1.796 3.044 -4.749
C 8.616 2.407 8.152
O 2.583 -6.155 -1.113
H 2.230 -2.994 3.742
C -6.099 -5.696 -4.200
H 0.802 -3.694 -1.058
C -6.833 -3.336 -3.529
H 9.406 1.792 7.721
H -7.485 -5.269 -2.661
H 5.735 0.218 -7.026
H -4.218 -1.004 3.236
H -6.070 4.993 -2.120
C -5.173 -1.830 -2.705
O 5.343 1.865 -5.756
H -3.510 -0.935 6.928
H -6.353 -3.620 2.042
C 4.917 0.791 -6.589
H -2.373 -0.679 5.683
C -3.972 -2.042 5.053
H 1.160 -4.709 -4.727
N -3.235 -3.172 5.595
H -4.601 6.775 -2.997
C -3.441 -0.818 5.846
H 7.607 2.443 10.103
N -5.334 4.627 -1.532
C -3.461 5.697 -0.402
H -5.042 -2.244 5.109
C 3.777 -6.012 -0.288
H -2.811 -1.963 3.111
C 8.420 1.898 9.625
H 6.573 3.109 7.451
C -5.066 7.042 -2.048
N -8.362 -5.097 -4.499
C -4.846 5.885 -1.039
H -3.953 0.074 5.486
C 0.554 -4.325 -3.906
N 0.217 -4.410 -1.464
H -8.034 -5.033 -5.452
H -6.366 -6.744 -4.332
C -7.223 -4.851 -3.633
H 8.141 0.846 9.575
C -3.812 -1.968 3.543
H 6.465 2.942 -1.664
H -5.518 -1.403 -1.763
H 5.242 3.144 -3.472
C 5.682 1.363 -4.456
C 6.131 2.517 -3.540
H -0.524 -3.845 -1.854
O 1.803 2.489 -0.355
H -3.453 5.002 0.438
H 7.782 2.430 6.276
H -7.534 -2.971 -2.778
H -6.649 -2.558 3.388
H -5.734 -5.382 -5.178
H 3.930 -5.045 0.191
H -7.679 8.452 -3.329
H 5.629 1.595 -1.959
H 8.186 2.777 -4.340
H 7.006 3.908 -4.942
O 2.700 0.464 0.428
H -5.607 -1.176 -3.462
H 4.201 0.178 -6.043
O 1.064 0.552 -1.328
O -5.539 -3.184 -2.875
H -1.781 2.371 -5.429
H 7.651 4.049 -3.285
O 0.581 0.928 0.990